A structure of composition C42H35AgClIN5OPS2, computed with the ωB97M-V functional and the def2-TZVPD basis.

Computed properties:
Molar mass (g mol⁻¹): 991.11
Orbital gap (eV): 5.632
Total charge: 0
Spin multiplicity: 1
E_tot (eV): -109203.5335

Atoms and positions in Å:
I (-1.623, -0.964, 5.340)
Ag (0.094, -0.813, 0.413)
Cl (3.233, -3.743, 6.563)
S (-5.029, -1.458, 3.639)
S (0.031, 1.301, -6.958)
P (0.377, 1.840, 0.376)
O (-0.292, -1.209, 2.630)
N (2.146, -2.201, 1.763)
N (2.862, -0.434, -0.859)
N (-2.398, -0.615, 0.089)
N (1.895, -1.335, -1.032)
N (-0.673, -0.148, -2.046)
C (3.884, -3.422, 3.576)
C (1.011, 2.254, 3.035)
C (-2.541, 0.418, -3.456)
C (2.523, 0.765, -6.758)
C (-5.131, -0.243, -0.228)
C (1.795, -2.312, 3.055)
C (5.154, 0.158, -1.611)
C (0.619, 0.681, -5.435)
C (1.601, 1.231, -7.640)
C (1.442, 4.372, 4.075)
C (-4.779, 0.385, -2.570)
C (0.511, -1.762, 3.436)
C (-2.000, -0.010, -2.214)
C (-3.217, -0.760, 1.102)
C (-6.594, -1.228, 4.295)
C (3.932, -0.686, -1.639)
C (2.214, -3.001, 5.363)
C (3.300, -2.695, 1.382)
C (-4.620, -0.588, 1.013)
C (-2.886, -0.246, -1.111)
C (0.202, -1.872, 4.802)
C (-6.835, -0.357, 2.185)
C (2.643, -2.928, 4.027)
C (0.122, 0.085, -3.058)
C (3.616, -1.816, -2.368)
C (1.451, -3.298, -2.401)
C (-3.945, 0.611, -3.606)
C (-1.343, 2.468, 0.199)
C (0.977, 4.265, 1.723)
C (-1.667, 0.658, -4.514)
C (0.999, -2.482, 5.749)
C (0.846, 2.882, 1.806)
C (-7.447, -0.631, 3.417)
C (4.209, -3.311, 2.253)
C (2.324, -2.187, -1.948)
C (-4.275, -0.042, -1.308)
C (1.271, 5.003, 2.853)
C (1.310, 2.996, 4.165)
C (1.968, 0.448, -5.503)
C (-0.303, 0.475, -4.344)
C (1.182, 2.772, -1.007)
C (-5.516, -0.742, 2.134)
H (0.789, 3.783, -1.090)
H (5.608, 0.134, -0.620)
H (-8.473, -0.394, 3.635)
H (3.565, 0.652, -6.999)
H (0.679, -2.553, 6.778)
H (-1.367, 3.552, 0.326)
H (2.259, 2.812, -0.846)
H (1.433, 2.503, 5.119)
H (-6.797, -1.535, 5.302)
H (-7.348, 0.121, 1.370)
H (0.585, -2.891, -2.923)
H (5.150, -3.680, 1.874)
H (-2.060, 0.987, -5.466)
H (1.987, -3.971, -3.062)
H (3.546, -2.618, 0.334)
H (1.078, -3.849, -1.540)
H (2.750, 0.266, -0.140)
H (4.564, -3.874, 4.281)
H (0.988, 2.248, -1.941)
H (1.176, -0.027, -2.870)
H (4.914, 1.195, -1.851)
H (1.357, 6.077, 2.780)
H (-2.760, -1.008, 2.052)
H (1.673, 4.954, 4.954)
H (0.885, 1.181, 3.096)
H (-1.745, 2.199, -0.775)
H (1.742, 1.542, -8.656)
H (4.235, -2.316, -3.086)
H (2.549, 0.049, -4.690)
H (-4.314, 0.945, -4.566)
H (0.842, 4.777, 0.781)
H (-1.950, 1.999, 0.971)
H (5.871, -0.214, -2.337)
H (-6.193, -0.117, -0.377)
H (-5.845, 0.537, -2.665)

Atomic forces in eV per Å
I 0.301 -0.197 0.123
Ag 0.095 0.173 0.191
Cl 0.099 -0.105 0.146
S -0.480 0.248 -0.356
S 0.544 -0.207 0.359
P -0.043 0.538 -0.052
O -0.137 0.134 -0.534
N 0.222 -0.141 -0.205
N 0.373 -0.131 -0.305
N 0.164 -0.019 -0.220
N -0.404 -0.254 0.041
N -0.279 -0.077 -0.092
C 0.060 0.043 -0.188
C 0.002 -0.109 -0.095
C 0.241 -0.127 0.476
C 0.048 0.122 -0.386
C 0.362 -0.146 0.454
C 0.212 -0.152 0.539
C -0.012 0.042 0.079
C 0.429 0.255 -0.842
C -0.228 0.033 0.081
C -0.001 -0.097 0.069
C 0.087 0.102 -0.416
C -0.298 0.028 0.449
C 0.071 0.245 -0.836
C -0.313 0.013 0.095
C 0.190 -0.008 -0.051
C 0.059 -0.069 -0.115
C -0.332 0.067 0.346
C -0.152 0.064 -0.011
C 0.160 0.180 -1.002
C -0.832 -0.025 0.283
C -0.718 0.471 -0.218
C 0.505 -0.069 -0.176
C -0.154 0.156 -0.312
C -0.001 0.065 -0.319
C 0.041 0.207 0.102
C -0.114 0.037 0.076
C -0.379 -0.047 0.178
C 0.080 -0.126 -0.028
C -0.001 -0.048 0.018
C 0.621 -0.145 0.206
C 0.617 -0.275 0.027
C 0.085 -0.252 -0.055
C -0.027 -0.152 0.301
C 0.001 -0.044 0.247
C 0.060 0.368 0.220
C 0.547 -0.089 0.203
C 0.012 0.155 -0.025
C 0.020 0.081 0.174
C -0.483 0.003 0.261
C -1.022 -0.020 0.440
C -0.136 -0.253 0.170
C -0.389 -0.149 0.811
H 0.035 0.068 -0.036
H 0.093 0.030 -0.019
H -0.127 0.008 0.116
H 0.163 -0.029 -0.047
H 0.028 0.028 0.049
H -0.005 -0.014 -0.042
H 0.042 0.042 -0.015
H -0.001 -0.059 0.044
H -0.047 -0.084 0.211
H -0.055 0.101 -0.118
H -0.062 -0.061 -0.113
H 0.066 -0.045 -0.024
H -0.128 -0.018 -0.058
H 0.010 -0.090 -0.064
H 0.026 0.053 -0.209
H -0.009 -0.109 0.024
H -0.008 -0.073 -0.022
H 0.026 -0.059 0.048
H 0.007 0.002 -0.068
H 0.261 -0.062 0.069
H 0.070 0.033 -0.027
H 0.045 0.117 0.013
H 0.191 -0.092 0.146
H 0.021 0.052 0.093
H -0.009 -0.121 0.052
H -0.054 0.017 -0.057
H 0.111 0.052 -0.202
H 0.145 -0.053 -0.141
H 0.060 -0.085 0.217
H -0.074 0.024 -0.060
H -0.012 0.042 -0.064
H -0.084 0.040 0.029
H 0.065 0.044 0.006
H -0.071 0.002 0.001
H -0.090 0.006 -0.060

List of Mulliken charges in e, atom by atom: number 1, I, carries -0.028; number 2, Ag, carries 0.596; number 3, Cl, carries -0.297; number 4, S, carries -0.078; number 5, S, carries -0.212; number 6, P, carries 1.285; number 7, O, carries -0.300; number 8, N, carries 0.106; number 9, N, carries 0.350; number 10, N, carries 0.092; number 11, N, carries 0.733; number 12, N, carries 0.922; number 13, C, carries -0.841; number 14, C, carries -0.378; number 15, C, carries 0.911; number 16, C, carries -0.662; number 17, C, carries -0.851; number 18, C, carries -0.262; number 19, C, carries -1.528; number 20, C, carries 0.423; number 21, C, carries -0.356; number 22, C, carries -0.462; number 23, C, carries -1.082; number 24, C, carries -0.149; number 25, C, carries -1.273; number 26, C, carries -0.676; number 27, C, carries -0.408; number 28, C, carries 0.629; number 29, C, carries 0.719; number 30, C, carries -0.104; number 31, C, carries 0.963; number 32, C, carries -0.315; number 33, C, carries -0.147; number 34, C, carries -0.536; number 35, C, carries 0.315; number 36, C, carries -1.126; number 37, C, carries -0.810; number 38, C, carries -1.483; number 39, C, carries -0.904; number 40, C, carries -1.386; number 41, C, carries -0.625; number 42, C, carries -1.066; number 43, C, carries -0.537; number 44, C, carries 0.458; number 45, C, carries -0.585; number 46, C, carries -1.184; number 47, C, carries -0.047; number 48, C, carries 1.236; number 49, C, carries -0.746; number 50, C, carries -0.594; number 51, C, carries -0.199; number 52, C, carries 0.357; number 53, C, carries -1.367; number 54, C, carries 0.341; number 55, H, carries 0.520; number 56, H, carries 0.318; number 57, H, carries 0.393; number 58, H, carries 0.409; number 59, H, carries 0.458; number 60, H, carries 0.651; number 61, H, carries 0.423; number 62, H, carries 0.450; number 63, H, carries 0.439; number 64, H, carries 0.320; number 65, H, carries 0.170; number 66, H, carries 0.421; number 67, H, carries 0.413; number 68, H, carries 0.440; number 69, H, carries 0.412; number 70, H, carries 0.245; number 71, H, carries 0.067; number 72, H, carries 0.418; number 73, H, carries 0.196; number 74, H, carries 0.531; number 75, H, carries 0.302; number 76, H, carries 0.395; number 77, H, carries 0.265; number 78, H, carries 0.379; number 79, H, carries 0.216; number 80, H, carries 0.335; number 81, H, carries 0.457; number 82, H, carries 0.554; number 83, H, carries 0.453; number 84, H, carries 0.443; number 85, H, carries 0.244; number 86, H, carries 0.228; number 87, H, carries 0.393; number 88, H, carries 0.362; number 89, H, carries 0.443

A structure of composition C42H35ClN6O5SW, computed with the ωB97M-V functional and the def2-TZVPD basis.

Computed properties:
Molar mass (g mol⁻¹): 955.14
Orbital gap (spin up / spin down) (eV): 5.016 / 7.086
Total charge: 0
Spin multiplicity: 3
<S²>: 2.0451
E_tot (eV): -88487.4107

Atoms and positions in Å:
W (0.760, 0.044, -1.081)
Cl (-3.767, 5.143, -3.885)
S (-1.828, 0.063, -0.756)
O (0.509, 1.958, -1.510)
O (0.208, -1.613, 0.066)
O (2.369, -3.063, 3.372)
O (2.464, 0.519, -2.071)
O (0.560, 0.951, 0.779)
N (1.493, -1.847, -2.128)
N (-1.561, 1.383, 1.633)
N (-0.245, -0.140, -2.955)
N (2.419, -0.529, 0.323)
N (2.144, -1.510, 1.253)
N (-3.511, 0.306, 1.248)
C (0.946, -1.993, 1.059)
C (-4.466, -0.450, 0.441)
C (3.402, 1.338, -1.634)
C (2.721, -3.881, -2.275)
C (-2.223, 2.941, -3.697)
C (0.282, 3.918, 4.423)
C (1.122, -3.471, 3.084)
C (-3.316, -0.197, 3.683)
C (0.344, 2.564, 2.437)
C (5.488, 3.005, -0.766)
C (1.809, -4.411, -3.147)
C (3.912, 2.334, -2.476)
C (-0.755, -4.848, 3.704)
C (-1.247, -3.187, -4.873)
C (2.526, -2.586, -1.779)
C (-4.325, -1.959, 0.583)
C (-0.947, 0.848, -3.605)
C (0.718, -3.630, -3.575)
C (-3.912, 0.695, 2.603)
C (5.013, 2.016, 0.063)
C (-0.273, 1.562, 1.526)
C (-1.875, 4.645, -2.015)
C (1.592, 3.094, 2.116)
C (1.525, 4.448, 4.100)
C (3.505, 0.132, 0.511)
C (0.620, -2.330, -3.045)
C (-1.318, -1.873, -4.380)
C (-0.373, -1.412, -3.476)
C (-0.312, 2.985, 3.590)
C (-2.524, 4.165, -3.147)
C (2.175, 4.040, 2.944)
C (0.394, -2.990, 1.984)
C (-0.542, 2.643, -1.980)
C (-0.907, -3.451, 1.770)
C (-2.282, 0.603, 0.800)
C (-1.487, -4.372, 2.617)
C (-0.872, 3.874, -1.439)
C (0.532, -4.405, 3.936)
C (3.962, 1.183, -0.350)
C (-1.233, 2.130, -3.104)
C (4.930, 3.154, -2.040)
C (-0.256, -4.058, -4.506)
H (-1.443, -3.065, 0.914)
H (-2.009, -3.508, -5.573)
H (-0.206, -5.059, -4.911)
H (-5.050, -2.461, -0.059)
H (6.288, 3.657, -0.445)
H (-3.664, 0.123, 4.666)
H (-2.494, -4.722, 2.438)
H (1.924, -5.419, -3.527)
H (-2.228, -0.138, 3.668)
H (-1.196, -5.571, 4.377)
H (-5.461, -0.132, 0.751)
H (-4.500, -2.280, 1.610)
H (2.090, 2.776, 1.210)
H (3.474, 2.443, -3.459)
H (1.984, 5.182, 4.750)
H (3.585, -4.442, -1.947)
H (-3.604, -1.239, 3.544)
H (-0.224, 4.235, 5.325)
H (-2.762, 2.590, -4.566)
H (-3.614, 1.730, 2.763)
H (-2.143, 5.609, -1.608)
H (5.437, 1.871, 1.049)
H (1.111, -4.760, 4.778)
H (-5.001, 0.651, 2.629)
H (-1.283, 2.569, 3.823)
H (3.137, 4.462, 2.683)
H (-4.345, -0.155, -0.600)
H (-0.319, 4.231, -0.579)
H (4.097, -0.121, 1.388)
H (5.304, 3.930, -2.696)
H (-2.133, -1.244, -4.706)
H (-3.328, -2.277, 0.281)
H (3.228, -2.158, -1.080)
H (2.619, -2.368, 2.726)
H (-1.361, 0.582, -4.568)

Atomic forces in eV per Å
W -0.319 -0.165 -0.016
Cl -0.030 0.019 -0.014
S 0.014 0.071 -0.207
O -0.010 -0.169 0.359
O 0.061 0.132 0.067
O -0.022 -0.053 0.080
O -0.076 -0.069 0.042
O 0.022 -0.018 0.038
N -0.018 -0.069 0.068
N 0.012 -0.056 -0.094
N 0.049 -0.035 -0.163
N 0.184 0.191 -0.102
N -0.069 -0.067 0.087
N 0.072 -0.031 -0.032
C 0.026 0.127 -0.132
C -0.036 0.003 -0.050
C -0.027 0.071 -0.012
C -0.027 -0.039 -0.032
C 0.055 -0.018 0.048
C 0.000 0.006 0.011
C 0.002 0.058 0.047
C 0.000 -0.010 -0.003
C 0.067 0.087 -0.008
C 0.036 0.021 0.031
C 0.045 0.024 0.036
C -0.004 0.037 0.020
C 0.031 0.010 -0.004
C 0.021 -0.078 -0.018
C -0.008 0.043 0.036
C -0.014 -0.017 0.009
C 0.000 -0.016 -0.075
C -0.006 0.045 0.017
C -0.024 0.030 0.023
C -0.045 -0.028 -0.028
C -0.020 -0.070 -0.022
C 0.013 -0.005 0.009
C -0.029 0.013 0.047
C -0.012 -0.001 0.016
C -0.082 -0.045 0.015
C 0.009 0.037 0.017
C 0.013 0.071 0.034
C 0.026 -0.066 0.044
C 0.003 -0.003 -0.029
C -0.027 0.016 -0.018
C 0.024 0.003 -0.016
C -0.016 -0.056 -0.001
C 0.117 -0.032 -0.125
C 0.021 -0.013 -0.023
C 0.007 -0.001 0.203
C -0.023 -0.018 0.000
C -0.004 -0.034 -0.053
C 0.011 -0.008 -0.006
C 0.029 0.079 -0.108
C 0.036 0.136 0.098
C -0.031 -0.013 -0.034
C -0.059 0.014 -0.039
H 0.016 0.000 0.014
H 0.009 -0.025 -0.003
H 0.001 -0.004 -0.003
H -0.011 0.004 -0.003
H 0.001 -0.011 0.017
H -0.003 0.010 0.001
H -0.003 0.004 -0.002
H 0.000 -0.006 -0.002
H 0.008 0.000 -0.003
H -0.001 -0.003 0.003
H 0.006 0.002 0.004
H 0.005 0.002 0.009
H -0.010 -0.021 -0.025
H -0.002 -0.005 -0.004
H 0.000 0.002 -0.001
H 0.000 -0.011 -0.004
H 0.001 -0.006 -0.004
H 0.001 0.003 0.001
H 0.001 -0.012 -0.007
H -0.002 0.001 0.004
H 0.007 0.005 0.011
H 0.009 0.004 0.007
H -0.008 -0.008 0.007
H 0.004 -0.010 0.004
H -0.004 -0.005 -0.004
H 0.002 0.001 0.003
H 0.006 -0.012 0.006
H 0.008 -0.001 0.008
H -0.015 -0.013 0.010
H -0.007 0.000 -0.008
H 0.017 0.031 0.023
H -0.014 0.020 -0.018
H -0.011 0.006 -0.013
H 0.038 -0.010 -0.075
H -0.018 0.024 0.005

List of Mulliken charges in e, atom by atom: number 1, W, carries 2.028; number 2, Cl, carries -0.251; number 3, S, carries -0.331; number 4, O, carries -0.174; number 5, O, carries -0.291; number 6, O, carries -0.678; number 7, O, carries -0.809; number 8, O, carries -0.011; number 9, N, carries 0.466; number 10, N, carries -0.182; number 11, N, carries 0.499; number 12, N, carries 0.897; number 13, N, carries -1.494; number 14, N, carries 0.174; number 15, C, carries 1.055; number 16, C, carries -1.011; number 17, C, carries 0.288; number 18, C, carries -1.245; number 19, C, carries -1.431; number 20, C, carries -0.788; number 21, C, carries 0.547; number 22, C, carries -0.973; number 23, C, carries 0.226; number 24, C, carries -0.798; number 25, C, carries -0.687; number 26, C, carries -0.634; number 27, C, carries -0.359; number 28, C, carries -0.984; number 29, C, carries 0.054; number 30, C, carries -0.485; number 31, C, carries -1.257; number 32, C, carries 0.750; number 33, C, carries -0.683; number 34, C, carries -0.882; number 35, C, carries 0.003; number 36, C, carries -1.018; number 37, C, carries -0.361; number 38, C, carries -0.476; number 39, C, carries -0.466; number 40, C, carries 0.382; number 41, C, carries -1.050; number 42, C, carries 0.783; number 43, C, carries -0.261; number 44, C, carries 0.275; number 45, C, carries -1.001; number 46, C, carries -0.202; number 47, C, carries -0.329; number 48, C, carries -0.125; number 49, C, carries 0.715; number 50, C, carries -1.008; number 51, C, carries -0.559; number 52, C, carries -0.771; number 53, C, carries 0.676; number 54, C, carries 1.652; number 55, C, carries -0.525; number 56, C, carries -1.035; number 57, H, carries 0.329; number 58, H, carries 0.396; number 59, H, carries 0.424; number 60, H, carries 0.444; number 61, H, carries 0.410; number 62, H, carries 0.374; number 63, H, carries 0.453; number 64, H, carries 0.446; number 65, H, carries 0.195; number 66, H, carries 0.397; number 67, H, carries 0.441; number 68, H, carries 0.281; number 69, H, carries 0.516; number 70, H, carries 0.479; number 71, H, carries 0.394; number 72, H, carries 0.450; number 73, H, carries 0.307; number 74, H, carries 0.428; number 75, H, carries 0.431; number 76, H, carries 0.397; number 77, H, carries 0.451; number 78, H, carries 0.449; number 79, H, carries 0.453; number 80, H, carries 0.426; number 81, H, carries 0.392; number 82, H, carries 0.451; number 83, H, carries 0.419; number 84, H, carries 0.512; number 85, H, carries 0.396; number 86, H, carries 0.425; number 87, H, carries 0.533; number 88, H, carries -0.111; number 89, H, carries 0.365; number 90, H, carries 0.512; number 91, H, carries 0.490

What is the formula in the first record? C42H35AgClIN5OPS2